The following is a DFT calculation (ωB97M-V with the def2-TZVPD basis set) of C22H22N2O4 in the gas phase at a distorted geometry.

```
50
Properties=species:S:1:pos:R:3:nbo_charge:R:1
C 9.8520 0.0777 1.2888 -0.606
C 8.4917 -0.5352 0.9667 -0.239
C 7.4965 -0.2497 2.0883 -0.610
C 7.9999 -0.0048 -0.3891 -0.058
O 6.8856 -0.7259 -0.8784 -0.511
C 5.6142 -0.2954 -0.7025 0.406
C 5.2134 0.8987 -0.1071 -0.332
C 3.8715 1.2107 -0.0231 -0.126
C 2.8910 0.3483 -0.5028 -0.196
C 1.4713 0.7793 -0.3753 0.675
O 1.1581 1.9517 -0.3283 -0.607
N 0.5838 -0.2590 -0.2961 -0.596
C -0.8077 -0.2209 -0.1957 0.122
C -1.4830 -1.4340 -0.0616 -0.223
C -2.8576 -1.4640 0.0333 -0.234
C -3.5945 -0.2811 -0.0036 0.134
N -4.9839 -0.3755 0.0972 -0.589
C -5.9168 0.6197 0.0818 0.638
O -5.6866 1.8072 -0.0278 -0.597
C -7.2919 0.1064 0.2157 0.150
C -8.4765 0.7961 0.2417 -0.239
C -9.4939 -0.1711 0.3875 -0.314
C -8.8606 -1.3759 0.4401 0.111
O -7.5324 -1.2244 0.3377 -0.408
C -2.9219 0.9305 -0.1375 -0.244
C -1.5448 0.9600 -0.2326 -0.172
C 3.2945 -0.8394 -1.1125 -0.167
C 4.6312 -1.1521 -1.2121 -0.289
H 10.2216 -0.3051 2.2365 0.215
H 9.7726 1.1603 1.3643 0.202
H 10.5782 -0.1608 0.5153 0.209
H 8.6024 -1.6203 0.8675 0.203
H 6.5219 -0.6761 1.8625 0.217
H 7.3826 0.8223 2.2373 0.199
H 7.8508 -0.6857 3.0196 0.212
H 8.7842 -0.1647 -1.1370 0.193
H 7.7978 1.0685 -0.3341 0.173
H 5.9321 1.5952 0.2934 0.219
H 3.5580 2.1404 0.4272 0.236
H 0.9787 -1.1884 -0.2666 0.397
H -0.9247 -2.3599 -0.0319 0.204
H -3.3673 -2.4121 0.1369 0.207
H -5.3416 -1.3168 0.1945 0.408
H -8.5845 1.8578 0.1648 0.247
H -10.5482 0.0039 0.4454 0.234
H -9.2316 -2.3767 0.5448 0.206
H -3.4844 1.8482 -0.1670 0.258
H -1.0316 1.9010 -0.3336 0.250
H 2.5720 -1.5141 -1.5502 0.208
H 4.9539 -2.0625 -1.6925 0.224
```

Summary:
LUMO   0.0222 Ha
Relative energy (zero: lowest compared OMol25 entry of this formula, charge and spin)   1.402 eV
Total charge   0
SMILES   CC(C)COc1ccc(C(=O)Nc2ccc(NC(=O)c3ccco3)cc2)cc1